Molecular formula: C17H25NO4
Method: DFT, wB97M-V/def2-TZVPD

CARTESIAN COORDINATES (ANGSTROEM)
O  3.95  -2.19  -0.28
O  -1.79  2.27  0.80
O  1.60  -1.19  3.78
O  -0.29  -0.22  2.96
N  3.85  -1.32  1.72
C  -3.04  0.92  -0.73
C  3.05  -0.14  1.39
C  1.53  -0.46  1.46
C  -0.72  0.19  1.66
C  -1.82  1.24  1.73
C  -4.23  2.30  1.04
C  -0.13  -0.49  -1.57
C  0.96  -0.68  2.87
C  -0.82  -0.01  -2.87
C  0.44  0.63  -0.66
C  4.08  -2.28  0.93
C  0.49  0.54  0.86
C  4.34  -3.67  1.57
C  -1.95  0.80  -3.06
C  -0.11  -0.42  -4.17
C  -2.99  1.59  0.59
C  -2.49  1.70  -2.00
H  0.20  -1.48  -4.12
H  -3.27  2.27  -2.40
H  -2.36  1.12  -4.06
H  0.79  0.22  -4.31
H  4.47  -4.38  0.80
H  -4.13  0.74  -0.96
H  3.95  -1.38  2.72
H  0.54  -1.27  -1.85
H  0.82  1.57  1.22
H  1.37  -1.46  1.07
H  -1.70  2.39  -1.68
H  3.40  0.74  2.00
H  -0.80  -1.14  -0.91
H  3.15  0.16  0.31
H  -4.88  2.60  0.16
H  -4.05  3.18  1.58
H  -0.02  1.64  -0.91
H  3.56  -3.88  2.32
H  -0.63  -0.12  -5.07
H  -2.72  -0.15  -0.68
H  1.39  0.88  -0.96
H  -4.85  1.57  1.68
H  5.28  -3.61  2.14
H  -2.32  1.27  2.72
H  -1.11  -0.61  1.19

The charge is 0. The calculation puts the relative energy (zero: lowest compared OMol25 entry of this formula, charge and spin) at 112.8 kcal per mole. The calculation puts the LUMO energy at 0.7 eV. Its SMILES is CC(=O)NC[C@H]1C(=O)O[C@@H]2[C@@H]1CC/C(C)=C\CC[C@]1(C)O[C@H]21. The largest force on an atom is 5.9 eV/A. The gap between HOMO and LUMO comes out at 9.42 eV.